Arrangement P

14
Properties=species:S:1:pos:R:3:lowdin_charge:R:1 method="wB97M-V/def2-TZVPD" charge=0 homo_lumo_gap_ev=7.83 e_lumo_ev=-1.19 mol_weight_g_mol=117.17
C -1.4009 1.8977 1.4669 -0.287
C -1.4633 0.6381 0.9915 -0.266
C 1.6862 -0.6232 -1.3567 -0.095
C 0.3837 -1.1278 -0.5911 -0.387
N -0.8490 -0.4736 -1.0369 0.075
O -1.4569 -0.2636 2.0987 -0.452
S -1.5034 1.0838 3.1094 0.909
H -1.4448 2.8485 1.0665 0.035
H 1.5172 -0.5431 -2.4636 0.077
H 1.8497 0.3932 -0.8872 0.080
H 2.5473 -1.2163 -1.1451 0.044
H 0.1386 -2.2290 -0.5882 0.105
H 0.5470 -0.9378 0.5410 0.110
H -0.5516 0.5531 -1.2052 0.051


Arrangement Q

14
Properties=species:S:1:pos:R:3:lowdin_charge:R:1 method="wB97M-V/def2-TZVPD" charge=0 homo_lumo_gap_ev=8.85 e_lumo_ev=0.30 mol_weight_g_mol=117.17
C -2.1865 -0.2721 -0.8238 -0.075
C -1.3774 -0.6901 0.4032 -0.265
N -0.0671 -1.4411 0.3136 0.016
C 0.7535 -0.3263 0.2783 -0.770
S 2.2879 0.0678 -0.3135 0.570
C -0.4645 0.6169 0.7760 -0.313
O -0.8787 1.6755 -0.0308 -0.052
H -2.8846 -1.0867 -1.2021 0.094
H -2.7252 0.6504 -0.6059 0.074
H -1.6107 0.1635 -1.6974 0.104
H -1.9214 -0.9645 1.3698 0.148
H -0.0004 -2.1602 -0.5236 0.186
H -0.2005 0.7414 1.8977 0.164
H -0.1150 2.2842 0.0270 0.118


Ranking the structures above by stability puts arrangement Q first and arrangement P last.